DFT (wB97M-V/def2-TZVPD) results for a molecular structure, C13H30N2NiO7 at a distorted geometry.

Largest force on an atom   9.65 eV/Å
Lowest unoccupied orbital energy (alpha / beta)   -3.99 / -5.03 eV
Energy above the lowest of the compared OMol25 structures with the same formula, charge and spin   0.0 kcal per mole
HOMO-LUMO gap (alpha / beta)   8.705 / 7.670 eV
Electronic energy   -72309.6591 eV

Structure (ORCA input):
```
! RIJCOSX wB97M-V def2-TZVPD def2/J DEFGRID3
* xyz 1 4
Ni 0.708 -1.155 1.076
C 1.123 -2.316 2.979
O 2.167 -2.044 2.383
O 0.355 -2.892 2.225
O 0.574 -1.213 3.140
C -3.308 2.816 -0.314
O -2.314 1.811 0.076
C -2.778 0.975 1.054
C -1.565 0.006 1.353
N -1.066 -0.710 0.142
C -1.832 -1.952 -0.136
C -3.200 -1.819 -0.734
O -3.128 -0.718 -1.713
C -4.254 -0.691 -2.543
H -3.055 3.778 0.132
H -4.287 2.444 -0.014
H -3.256 2.904 -1.400
H -3.663 0.447 0.700
H -3.092 1.473 1.972
H -1.826 -0.616 2.209
H -0.752 0.589 1.785
H -1.482 -0.061 -0.511
H -1.901 -2.630 0.714
H -1.287 -2.557 -0.861
H -3.868 -1.567 0.090
H -3.562 -2.770 -1.125
H -4.074 0.226 -3.103
H -5.129 -0.610 -1.898
H -4.420 -1.520 -3.231
C 3.696 4.065 -0.402
O 2.743 3.030 -0.055
C 3.222 2.292 1.015
C 2.299 1.178 1.454
N 1.804 0.401 0.246
C 2.978 -0.291 -0.297
C 2.516 -1.378 -1.251
O 1.462 -2.095 -0.646
C 1.349 -3.381 -1.245
H 3.830 4.712 0.464
H 3.243 4.645 -1.206
H 4.674 3.725 -0.743
H 3.344 2.964 1.864
H 4.241 1.964 0.813
H 1.452 1.567 2.019
H 2.897 0.600 2.159
H 1.605 1.183 -0.361
H 3.467 -0.879 0.479
H 3.761 0.248 -0.830
H 3.381 -1.967 -1.556
H 2.240 -0.899 -2.190
H 1.160 -3.270 -2.313
H 0.596 -4.018 -0.779
H 2.212 -4.027 -1.087
*
```